(1)
12 unconnected molecules or ions with the total composition C43H107O30P5 at a distorted geometry. Source: the Open Molecules 2025 dataset; level of theory: wB97M-V/def2-TZVPD.

CARTESIAN COORDINATES (ANGSTROEM)
P1 5.2634 -0.1158 10.2339
P2 -5.0889 -5.5314 5.4563
P3 0.2354 7.1630 4.7688
P4 0.6458 -1.3108 -0.3837
P5 3.6101 -8.4159 -5.3988
O1 2.4869 -8.4775 -4.3896
O2 5.2682 1.4125 9.7986
O3 -7.3446 0.4992 -0.3556
O4 -5.3806 -5.0143 3.9442
O5 -4.7889 4.8827 -6.9984
O6 6.5060 1.7558 -4.9709
O7 -0.7378 7.1948 6.1286
O8 -0.9062 7.3967 3.6144
O9 3.4859 -7.1624 -6.4410
O10 -2.7759 -3.2015 -9.7337
O11 1.0771 5.9701 4.4229
O12 -2.4260 1.9871 9.6237
O13 2.9186 6.9558 -4.4371
O14 -3.1943 1.6303 6.0841
O15 3.7268 -9.7807 -6.2771
O16 4.2962 0.6179 -6.5091
O17 6.6452 -0.1976 11.0668
O18 -3.8829 -6.3882 5.6195
O19 5.2174 -1.1036 9.1136
O20 4.1296 -0.2725 11.3936
O21 5.0706 -8.2156 -4.7033
O22 0.3521 0.0800 -1.2198
O23 0.1733 -0.9361 1.1237
O24 -4.9872 -4.1121 6.2968
O25 8.5324 -2.6525 2.3807
O26 2.0424 -1.8263 -0.4459
O27 -0.4687 -2.3013 -0.9950
O28 0.9578 8.6300 4.8195
O29 -6.5040 -6.1497 5.9920
O30 -3.5641 -5.5703 -8.4234
C1 1.2333 7.0040 -6.0886
C2 3.9463 -1.4646 12.1320
C3 -8.9812 1.9665 0.4102
C4 2.2616 8.7815 4.2345
C5 -2.6032 -2.1481 -10.6490
C6 -6.0663 4.5528 -8.7746
C7 -0.9575 0.6210 -1.0753
C8 7.8795 -1.9047 1.3403
C9 -7.8685 1.8313 -0.5689
C10 8.2115 -2.0001 3.5966
C11 -2.2996 1.5156 8.2889
C12 -3.7006 -6.5539 -7.4153
C13 -4.3353 1.5811 5.3134
C14 2.9291 0.3258 -6.7654
C15 -3.5151 1.8686 7.4494
C16 -1.1915 2.0139 10.3994
C17 2.4475 -7.2059 -7.4160
C18 2.6429 7.0271 -6.7095
C19 -9.6282 0.6157 0.1943
C20 -4.3081 -4.4920 3.0956
C21 -1.9303 6.3904 3.3766
C22 7.9684 -0.5275 3.3051
C23 -7.1313 -7.1432 5.2812
C24 4.6053 0.2222 -5.1091
C25 -5.4392 3.2104 -8.5409
C26 4.9310 -9.9679 -7.0018
C27 -4.7213 -4.1727 7.6324
C28 -4.4339 -4.4640 -8.3566
C29 7.6086 -0.4691 1.7849
C30 -0.1628 -2.7832 -2.3200
C31 7.8816 1.9117 -4.5747
C32 -8.4584 -0.3283 -0.0696
C33 -4.1636 -3.4718 -9.5160
C34 -0.1337 6.9368 7.3942
C35 -6.0441 5.2978 -7.4779
C36 6.1047 0.4107 -4.8365
C37 1.0510 -0.4323 2.0740
C38 4.4792 1.8133 8.7340
C39 7.0162 0.8342 11.9794
C40 1.5334 6.6846 -4.6350
C41 5.3506 -6.9310 -4.1377
C42 3.4526 7.6041 -5.5385
C43 -4.6409 3.4854 -7.2588
H1 -0.3785 -3.8378 -2.4915
H2 -2.9165 6.7625 3.6542
H3 -8.1763 2.0263 -1.5962
H4 -10.3504 0.7405 -0.6126
H5 -5.5077 5.1017 -9.5328
H6 -4.8095 2.5418 5.5140
H7 5.4786 -6.2048 -4.9405
H8 2.8945 -7.3350 -8.4017
H9 0.8707 6.5423 7.2404
H10 -1.6650 0.0158 -0.5084
H11 -4.3880 -3.4067 3.0332
H12 6.6522 -0.2832 -5.4744
H13 -7.0396 2.5309 -0.4613
H14 -7.8857 -7.6336 5.8964
H15 7.3237 -2.4328 4.0578
H16 -6.8685 5.1359 -6.7835
H17 6.9215 -2.4110 1.2227
H18 -1.9606 6.2001 2.3038
H19 -4.4167 -4.9020 2.0915
H20 8.8120 0.1259 3.5275
H21 -3.5707 3.2918 -7.3317
H22 6.2090 0.0276 -3.8213
H23 -8.6277 -1.0049 -0.9072
H24 -3.6508 -4.0465 7.7943
H25 2.1886 9.6601 3.5936
H26 -0.0092 7.8072 8.0384
H27 -7.0693 4.2805 -9.1030
H28 2.6902 -0.7302 -6.6394
H29 2.2785 0.9685 -6.1722
H30 3.0312 -1.9919 11.8623
H31 -4.3694 1.2331 7.6828
H32 0.6667 0.4717 2.5465
H33 -5.5070 -4.6536 -8.3364
H34 -0.7372 -2.1365 -2.9833
H35 -0.7082 6.1892 7.9412
H36 -3.8383 2.8725 7.7246
H37 4.7222 -2.2301 12.1205
H38 -1.4245 2.0001 7.8559
H39 3.0160 8.9321 5.0067
H40 2.7063 7.6743 -7.5842
H41 1.7214 -8.0020 -7.2512
H42 -4.5879 -3.9483 -10.3998
H43 7.1723 -0.0909 3.9082
H44 -0.8467 1.0241 10.6983
H45 -10.1569 0.4620 1.1350
H46 4.6882 -10.0879 -8.0576
H47 5.7960 -9.3209 -6.8557
H48 -4.7504 3.0423 -9.3688
H49 -4.8682 0.6354 5.4123
H50 -2.8909 -7.2824 -7.4585
H51 9.0749 -2.1135 4.2521
H52 -1.5805 -2.1621 -11.0258
H53 1.9620 -6.2320 -7.3541
H54 7.6638 1.4995 11.4083
H55 6.5663 -0.2497 1.5536
H56 0.5442 6.3133 -6.5747
H57 -1.7023 5.4794 3.9298
H58 3.6249 -1.2248 13.1455
H59 4.3488 -0.8300 -4.9854
H60 -3.9719 1.4284 4.2972
H61 -1.2306 2.6613 11.2755
H62 2.9672 6.0152 -6.9525
H63 -3.1932 -2.2356 -11.5613
H64 3.5859 1.2178 8.5455
H65 -2.2728 0.4276 8.3504
H66 8.0684 2.9642 -4.7878
H67 0.8965 -2.7839 -2.5769
H68 8.0618 1.7015 -3.5205
H69 6.1186 1.4397 12.1047
H70 -4.9613 -5.1089 8.1364
H71 1.3980 5.6319 -4.3871
H72 8.2518 0.3248 1.4051
H73 3.3329 8.6868 -5.4981
H74 4.2861 2.8618 8.9606
H75 -6.3979 -7.9074 5.0240
H76 4.5037 7.3388 -5.6523
H77 5.0317 1.8895 7.7975
H78 -3.7210 -6.1394 -6.4074
H79 -5.3122 -3.3640 8.0624
H80 -6.1112 6.3700 -7.6627
H81 2.6184 0.5754 -7.7800
H82 5.2986 -10.9777 -6.8189
H83 -3.3730 -4.8114 3.5557
H84 4.5870 -6.5255 -3.4740
H85 -2.8089 -1.2002 -10.1516
H86 -8.2412 -0.9061 0.8288
H87 -0.3598 2.5034 9.8927
H88 4.1016 0.7678 -4.3111
H89 2.1000 -0.2934 1.8127
H90 -1.3163 0.6540 -2.1040
H91 -8.7055 2.0347 1.4625
H92 -4.6029 -7.1253 -7.6330
H93 -5.0295 3.1175 -6.3092
H94 6.2801 -7.0480 -3.5805
H95 -6.1366 2.3864 -8.3902
H96 -7.5898 -6.7035 4.3955
H97 8.5397 1.3654 -5.2505
H98 2.6054 7.9545 3.6132
H99 1.1025 -1.1770 2.8683
H100 -4.7468 -2.5550 -9.4293
H101 0.7706 7.9897 -6.1369
H102 0.9745 7.2779 -3.9113
H103 -4.3857 -3.9541 -7.3945
H104 7.4764 0.5263 12.9183
H105 8.5116 -1.9683 0.4546
H106 -9.7377 2.7166 0.1794
H107 -1.0394 1.6665 -0.7780

Summary:
- SMILES: COP(=O)(OC)OC.COP(=O)(OC)OC.COP(=O)(OC)OC.COP(=O)(OC)OC.COP(=O)(OC)OC.C1CCOC1.C1CCOC1.C1CCOC1.C1CCOC1.COCCOC.COCCOC.COCCOC
- Energy: -5666.585350 Ha
- E_HOMO: -9.279 eV
- Charge: 0
- Gap between HOMO and LUMO: 9.44 eV
- ΔE to the lowest compared entry with this formula, charge and spin: 53.6 kcal per mole
- LUMO energy: 0.16 eV

(2)
A molecular structure, C27H31IrN6O3S at a distorted geometry. Source: the Open Molecules 2025 dataset; level of theory: wB97M-V/def2-TZVPD.

CARTESIAN COORDINATES (ANGSTROEM)
Ir1 -0.0465 0.2158 -0.8088
S1 -2.7021 -5.4437 2.6136
O1 -3.0597 -4.7986 3.8650
O2 -2.0500 -6.7329 2.7349
O3 -3.7523 -5.3819 1.5976
N1 0.7044 4.7488 -1.1482
N2 -1.8765 -0.6712 -1.8505
N3 -1.3468 1.9145 -1.1389
N4 0.7277 -1.7649 -0.6259
N5 1.4350 2.7605 -0.6050
N6 -3.5844 -0.9322 -0.4499
C1 4.2102 5.3837 -2.1570
C2 3.8431 3.1211 -1.3420
C3 -3.0938 -4.5511 -1.1115
C4 -3.2430 -2.2180 -0.8762
C5 -2.0890 -4.3783 -2.0760
C6 -1.6286 -3.1240 -2.4274
C7 -1.0040 -2.1412 1.1019
C8 1.6439 0.0804 2.1194
C9 1.5022 1.3920 -0.0297
C10 0.9680 2.4575 2.2558
C11 4.6732 4.0877 -1.8633
C12 -2.7247 -0.0772 -1.0434
C13 -2.1994 -2.0310 -1.7815
C14 2.5162 3.4828 -1.1217
C15 0.3759 3.5451 -0.6322
C16 2.8960 5.7416 -1.9556
C17 3.3159 1.8595 1.7056
C18 -1.4675 -4.3579 1.8930
C19 0.4304 -3.9593 0.4760
C20 -3.7022 -3.4732 -0.5006
C21 0.0682 -2.6266 0.3697
C22 -2.7111 1.4108 -0.8556
C23 2.0582 4.7546 -1.4445
C24 -0.3468 -4.8308 1.2331
C25 -1.7642 -3.0015 1.8674
C26 1.8459 1.4588 1.4994
C27 -1.0470 3.1462 -0.4122
H1 0.5882 -0.1591 2.2248
H2 2.5383 6.7369 -2.1814
H3 2.3899 0.9611 -0.5095
H4 1.7338 -1.8885 -0.5692
H5 2.0980 0.0511 3.1139
H6 -0.8546 -2.9899 -3.1741
H7 1.0779 3.4808 1.8817
H8 -1.2432 2.9675 0.6437
H9 4.1996 2.1261 -1.1212
H10 3.5414 2.8339 1.2660
H11 -3.3903 -5.5497 -0.8230
H12 0.4492 -2.1351 -1.5335
H13 -1.6833 3.9798 -0.7350
H14 3.5540 1.9170 2.7698
H15 2.1065 -0.6996 1.5145
H16 -2.6220 -2.6528 2.4293
H17 -4.4334 -3.6188 0.2835
H18 -0.0827 2.1644 2.1973
H19 -3.4576 1.8844 -1.5037
H20 -1.2475 -1.0869 1.0261
H21 -0.1198 -5.8878 1.2797
H22 1.2719 -4.3399 -0.0950
H23 0.0866 5.5426 -1.1710
H24 -4.2702 -0.7070 0.2503
H25 -2.9623 1.6585 0.1767
H26 5.7106 3.8447 -2.0466
H27 -1.2266 2.0516 -2.1404
H28 1.2440 2.4701 3.3115
H29 3.9790 1.1169 1.2544
H30 4.9010 6.1144 -2.5547
H31 -1.6514 -5.2527 -2.5393

Summary:
- Energy: -2104.213652 Ha
- E_HOMO: -6.848 eV
- Charge: 0
- Gap between HOMO and LUMO: 6.06 eV
- ΔE to the lowest compared entry with this formula, charge and spin: 41.6 kcal per mole
- LUMO energy: -0.79 eV

E_HOMO of number 1 (C43H107O30P5)?
-9.279 eV

What is the formula in the first record?
C43H107O30P5

Which value of charge does entry 1 give?
0

Among the records above, which one has the highest energy?
C27H31IrN6O3S